*P*
One molecule with the formula C3H8OS2, computed with ωB97M-V/def2-TZVPD.

Geometry as ORCA input:
```
! wB97M-V def2-TZVPD RIJCOSX def2/J DEFGRID3
* xyz 0 1
S -1.217 -1.643 -0.746
S 2.148 -0.525 -0.819
O -0.790 1.180 -1.169
C 0.950 -0.901 0.600
C -0.958 0.915 0.173
C -0.564 -0.596 0.337
H -1.736 -0.688 -1.678
H 1.187 -1.864 0.863
H -0.952 -0.591 1.457
H 0.205 1.205 -1.261
H -2.000 0.912 0.284
H 2.896 0.786 -0.054
H -0.367 1.807 0.783
H 1.198 0.004 1.229
*
```

Summary:
Kohn-Sham gap, eV: 8.9309

Atomic partial charges in e from the natural (NBO) method, atoms 1 to 5: 0.031, -0.118, -0.730, -0.480, -0.052


*Q*
A 2-piece molecular cluster, C3H8OS2 overall, computed with ωB97M-V/def2-TZVPD.

Geometry as ORCA input:
```
! wB97M-V def2-TZVPD RIJCOSX def2/J DEFGRID3
* xyz 0 1
S -2.192 2.527 0.495
S -1.637 1.810 2.356
O 4.103 -4.686 -2.949
C 2.196 -4.250 -1.595
C 3.018 -5.084 -2.230
C -1.624 4.257 0.471
H -0.295 1.913 2.350
H 4.342 -3.826 -2.589
H -0.775 4.368 -0.191
H 2.895 -6.152 -2.291
H 1.724 -4.610 -0.688
H 2.274 -3.185 -1.788
H -2.428 4.820 -0.002
H -1.495 4.572 1.500
*
```

Summary:
Kohn-Sham gap, eV: 9.2980

Atomic partial charges in e from the natural (NBO) method, atoms 1 to 5: 0.085, -0.142, -0.675, -0.562, 0.171


It is *Q* that is most stable; the runner-up trails by 175.7 kJ/mol.


*P*
A 2-piece molecular cluster, C3H8OS2 overall, computed with ωB97M-V/def2-TZVPD.

Geometry as ORCA input:
```
! wB97M-V def2-TZVPD RIJCOSX def2/J DEFGRID3
* xyz 0 1
S 2.517 -1.623 0.431
S 1.583 -1.336 2.216
O -1.734 -0.071 0.947
C -2.207 0.800 0.011
C -1.848 0.833 -1.275
C 1.937 -0.180 -0.527
H -1.638 -0.975 0.659
H 2.529 0.718 -0.353
H 0.917 0.019 -0.213
H 1.945 -0.411 -1.592
H -1.124 0.120 -1.633
H -3.131 1.281 0.317
H -2.324 1.553 -1.920
H 2.578 -0.727 2.930
*
```

Summary:
Kohn-Sham gap, eV: 9.8075

Atomic partial charges in e from the natural (NBO) method, atoms 1 to 5: 0.082, -0.138, -0.712, 0.147, -0.502


*Q*
A 2-piece molecular cluster, C3H8OS2 overall, computed with ωB97M-V/def2-TZVPD.

Geometry as ORCA input:
```
! wB97M-V def2-TZVPD RIJCOSX def2/J DEFGRID3
* xyz 0 1
S 1.798 2.049 1.437
S 0.026 1.889 2.391
O -2.559 -1.546 -3.981
C 0.413 -0.188 0.683
C 1.279 0.987 0.106
C -0.054 0.164 2.128
H -1.686 -1.282 -4.350
H 1.031 -1.096 0.820
H 0.569 -0.371 2.870
H -0.385 -0.430 -0.046
H -1.103 -0.158 2.275
H 2.269 0.695 -0.295
H -2.355 -2.282 -3.361
H 0.758 1.570 -0.677
*
```

Summary:
Kohn-Sham gap, eV: 8.7356

Atomic partial charges in e from the natural (NBO) method, atoms 1 to 5: 0.101, 0.121, -0.939, -0.424, -0.561


It is *Q* that is most stable; the runner-up trails by 103.0 kJ/mol.


*P*
C2H6INS as an isolated structure, computed with ωB97M-V/def2-TZVPD.

Geometry as ORCA input:
```
! wB97M-V def2-TZVPD RIJCOSX def2/J DEFGRID3
* xyz 0 1
I 3.026 -0.272 -0.002
S 0.870 2.055 0.110
N 1.093 0.292 -0.460
C -1.264 -0.357 -0.045
C 0.216 -0.620 0.269
H 0.556 -1.641 -0.027
H -1.547 0.720 0.269
H 0.487 -0.651 1.330
H -1.777 -1.255 0.314
H -0.262 2.200 -0.663
H -1.398 -0.471 -1.095
*
```

Summary:
Kohn-Sham gap, eV: 8.5534

Atomic partial charges in e from the natural (NBO) method, atoms 1 to 5: 0.288, 0.106, -0.665, -0.640, -0.265


*Q*
One molecule with the formula C2H6INS, computed with ωB97M-V/def2-TZVPD.

Geometry as ORCA input:
```
! wB97M-V def2-TZVPD RIJCOSX def2/J DEFGRID3
* xyz 0 1
I -2.589 -0.558 -0.104
S -0.304 0.572 0.656
N 1.217 -0.626 -0.144
C -0.331 2.181 -0.153
C 0.886 -1.945 0.185
H -1.331 2.609 0.227
H -0.337 1.928 -1.256
H 0.640 2.767 0.064
H 1.581 -2.632 -0.273
H -0.076 -2.117 -0.454
H 0.644 -2.177 1.253
*
```

Summary:
Kohn-Sham gap (alpha / beta), eV: 7.9179 / 6.6076

Atomic partial charges in e from the natural (NBO) method, atoms 1 to 5: -0.261, 0.394, -0.257, -0.796, -0.551


It is *P* that is most stable; the runner-up trails by 195.6 kJ/mol.